{
  "formula": "CH3Br2ClOSi",
  "method": "the ωB97M-V functional and the def2-TZVPD basis",
  "symbols": ["Br", "Br", "Cl", "Si", "O", "C", "H", "H", "H"],
  "coordinates": [[-1.353, 2.692, -1.598], [-2.155, -0.722, -1.363], [-1.367, 1.052, 1.562], [-1.039, 0.921, -0.387], [1.299, 0.349, -0.228], [1.171, -0.850, 0.385], [2.122, -1.026, 0.802], [1.031, -1.615, -0.312], [0.293, -0.799, 1.139]],
  "forces_ev_per_angstrom": [[0.17, 0.10, 0.24], [0.44, 0.27, 0.43], [-0.37, 0.27, 0.52], [3.47, -1.15, -0.96], [-4.13, 3.24, -1.60], [-1.67, 0.39, 1.59], [1.10, -0.56, 1.42], [-0.71, -1.68, -1.10], [1.69, -0.88, -0.53]],
  "mulliken_charge": [-0.1434, -0.1583, -0.1356, 0.7835, -0.5154, -0.4768, 0.2525, 0.2467, 0.1467],
  "charge": 0,
  "e_above_lowest_kj_mol": 351.3,
  "gap_ev": 8.432,
  "lumo_ev": -0.89
}